{"formula": "C50H50F4GeN4O2RbSe", "method": "wB97M-V/def2-TZVPD", "elements": ["Rb", "Se", "Ge", "F", "F", "F", "F", "O", "O", "N", "N", "N", "N", "C", "C", "C", "C", "C", "C", "C", "C", "C", "C", "C", "C", "C", "C", "C", "C", "C", "C", "C", "C", "C", "C", "C", "C", "C", "C", "C", "C", "C", "C", "C", "C", "C", "C", "C", "C", "C", "C", "C", "C", "C", "C", "C", "C", "C", "C", "C", "C", "C", "C", "H", "H", "H", "H", "H", "H", "H", "H", "H", "H", "H", "H", "H", "H", "H", "H", "H", "H", "H", "H", "H", "H", "H", "H", "H", "H", "H", "H", "H", "H", "H", "H", "H", "H", "H", "H", "H", "H", "H", "H", "H", "H", "H", "H", "H", "H", "H", "H", "H", "H"], "coordinates": [[0.467414, -0.328880, 0.363041], [-3.376390, -0.287029, -1.004716], [2.778130, -2.081420, -1.173078], [-1.037520, -7.405130, 2.819354], [-0.018994, -3.130643, -0.353765], [0.123555, -5.334800, 3.900132], [-1.187636, -5.295858, -1.392561], [2.472959, 1.384720, 1.211891], [3.395168, 3.236972, 0.326003], [-0.143093, -0.412997, 3.578499], [0.065315, 2.899797, 0.800859], [1.048121, 0.786279, -2.297742], [0.586542, -2.878346, 2.211749], [6.371861, 0.852382, -2.417213], [-1.324695, -0.780689, 4.335726], [-3.464079, 3.760812, 0.917275], [1.046575, -1.181487, 3.905493], [3.499830, -3.466482, 0.021124], [2.484106, 2.588366, 0.880772], [1.725336, -2.219899, -3.905640], [-6.636909, 3.155904, -0.904671], [5.304141, -2.610667, -3.286409], [-0.225995, -5.223869, 2.581377], [5.289273, -1.327386, -2.682195], [6.289796, -2.980639, -4.157436], [1.115841, -4.922650, -3.810905], [-2.247423, 5.521162, 2.028573], [1.214575, 3.387337, 1.185739], [1.349739, 4.630926, 1.864658], [4.274432, -0.918821, -1.755975], [0.230426, 5.340936, 2.165189], [-6.654747, 2.113869, 0.016187], [1.343393, 1.893871, -2.318141], [-5.762558, 0.033491, 1.055306], [0.942526, -2.672831, 3.591358], [7.328971, -2.084420, -4.481671], [1.651208, -4.288922, -2.699329], [0.127720, 1.018881, 3.551848], [-5.613462, 3.156860, -1.842489], [-1.179376, -6.417839, 0.685580], [1.709211, 3.299591, -2.334798], [5.410393, 1.222718, -1.526572], [-2.606024, -0.248199, 3.711443], [-4.642550, 2.162032, -1.879954], [0.054728, -4.021480, 1.845007], [-0.813643, -6.331269, 2.015302], [-1.035073, 4.843457, 1.765057], [0.890742, -4.204341, -4.975031], [-3.435850, 4.989040, 1.611775], [-0.889709, -5.287370, -0.074095], [6.340075, -0.433772, -3.010432], [-2.305939, 3.084796, 0.649532], [7.347686, -0.841944, -3.918233], [0.524561, 1.681241, 4.874377], [-0.311639, -4.174147, 0.464709], [-7.696186, 4.222852, -0.894334], [1.977068, -2.934173, -2.736438], [-5.698757, 1.108514, 0.011965], [-1.065683, 3.615657, 1.070139], [-4.667495, 1.103497, -0.952332], [-3.554901, 2.238492, -2.911234], [4.366433, 0.327438, -1.197964], [1.192307, -2.850218, -5.018459], [-7.434369, 2.088227, 0.773352], [0.729453, 2.738711, 4.696193], [-1.254374, -0.455843, 5.392590], [6.267615, -3.966923, -4.604331], [-4.366537, 5.506634, 1.811604], [-7.851167, 4.626066, 0.109422], [1.917547, 3.603925, -3.359724], [7.179664, 1.527027, -2.682158], [-5.799855, -0.954045, 0.591849], [1.929866, -3.101255, 3.835481], [0.285680, 6.284022, 2.699350], [0.854474, -5.972566, -3.757412], [1.942499, -1.158834, -3.942485], [0.878524, 3.883075, -1.938493], [2.578678, 3.450044, -1.690160], [-7.419255, 5.053257, -1.545878], [8.141517, -0.141243, -4.154323], [-2.572906, 2.285318, -2.434070], [3.641006, 0.668617, -0.468322], [1.426640, 1.234973, 5.294449], [4.090211, -2.993874, 0.803720], [-5.560098, 3.963691, -2.568523], [-2.327111, 2.133452, 0.126356], [-4.410616, 3.347780, 0.592481], [-6.629950, 0.172510, 1.704337], [1.870724, -0.751603, 3.327413], [1.799065, -4.857289, -1.788622], [-4.853967, 0.030730, 1.661082], [-3.532449, 1.331165, -3.517676], [-1.375392, -1.869950, 4.353860], [-3.477928, -0.690885, 4.197786], [2.343088, 4.970949, 2.120118], [4.144584, -4.124628, -0.567834], [-0.266164, 1.618814, 5.624935], [4.507632, -3.306082, -3.059003], [-2.212240, 6.464062, 2.563409], [-8.661572, 3.841488, -1.240651], [-3.689513, 3.110956, -3.553669], [0.460804, -4.693837, -5.841009], [2.703667, -4.041103, 0.489897], [-1.659760, -7.287381, 0.270431], [1.321650, -1.080625, 4.974453], [0.246759, -3.134398, 4.300922], [0.930984, 1.166847, 2.830344], [8.107625, -2.384153, -5.173184], [-2.696952, 0.835552, 3.802190], [-2.643151, -0.500356, 2.650011], [-0.752725, 1.529323, 3.155515], [5.406523, 2.195155, -1.050721], [0.997741, -2.278773, -5.918525]], "forces_ev_per_a": [[-0.9, 0.0, 0.5], [0.1, 0.0, 0.1], [0.5, -0.2, -0.3], [0.0, 0.0, 0.0], [-0.2, 0.0, -0.1], [0.0, 0.0, 0.0], [0.0, 0.0, 0.0], [0.1, 0.0, 0.0], [0.1, 0.1, 0.0], [0.0, 0.1, 0.0], [0.2, -0.1, 0.0], [0.1, -0.2, -0.1], [0.1, 0.0, 0.0], [0.0, 0.1, 0.0], [0.0, -0.1, 0.0], [-0.1, 0.0, 0.0], [0.0, -0.1, 0.1], [0.0, 0.0, -0.1], [0.0, 0.1, 0.0], [0.1, 0.1, 0.0], [0.0, -0.1, -0.1], [0.0, 0.0, 0.0], [0.0, 0.0, 0.0], [0.0, 0.0, 0.0], [0.0, 0.0, 0.0], [0.0, 0.0, 0.0], [0.0, 0.0, 0.0], [0.2, 0.1, 0.0], [-0.1, 0.0, 0.0], [0.0, -0.1, -0.1], [0.0, -0.1, 0.0], [0.0, 0.1, 0.0], [0.0, 0.1, 0.0], [0.0, 0.0, 0.0], [0.0, 0.1, 0.1], [0.0, 0.0, 0.0], [0.0, 0.0, 0.0], [0.0, 0.0, 0.0], [-0.1, 0.0, 0.0], [0.0, 0.1, 0.0], [0.0, 0.1, 0.0], [0.0, 0.0, 0.0], [0.0, 0.0, 0.0], [0.1, 0.0, -0.1], [0.0, -0.1, -0.1], [0.0, 0.0, 0.0], [0.0, 0.1, 0.1], [0.0, 0.0, 0.0], [0.0, 0.0, 0.0], [0.0, 0.0, 0.0], [0.0, 0.0, 0.0], [-0.1, 0.0, 0.0], [0.0, 0.0, 0.0], [0.0, 0.0, 0.0], [0.1, -0.1, 0.0], [-0.1, 0.1, 0.0], [0.0, -0.1, 0.1], [0.0, -0.1, 0.1], [-0.1, -0.1, 0.0], [0.0, 0.0, 0.0], [0.0, 0.0, 0.0], [-0.1, 0.1, 0.1], [0.0, 0.0, -0.1], [0.0, 0.0, 0.0], [0.0, 0.0, 0.0], [0.0, 0.0, 0.0], [0.0, 0.0, 0.0], [0.0, 0.0, 0.0], [0.0, 0.0, 0.0], [0.0, 0.0, 0.0], [0.0, 0.0, 0.0], [0.0, 0.0, 0.0], [0.0, 0.0, 0.0], [0.0, 0.0, 0.0], [0.0, 0.0, 0.0], [0.0, 0.0, 0.0], [0.0, 0.0, 0.0], [0.0, 0.0, 0.0], [0.0, 0.0, 0.0], [0.0, 0.0, 0.0], [0.0, 0.0, 0.0], [0.0, 0.0, 0.0], [0.0, 0.0, 0.0], [0.0, 0.0, 0.0], [0.0, 0.0, 0.0], [0.0, 0.0, 0.0], [0.0, 0.0, 0.0], [0.0, 0.0, 0.0], [0.0, 0.0, 0.0], [0.0, 0.0, 0.0], [0.0, 0.0, 0.0], [0.0, 0.0, 0.0], [0.0, 0.0, 0.0], [0.0, 0.0, 0.0], [0.0, 0.0, 0.0], [0.0, 0.0, 0.0], [0.0, 0.0, 0.0], [0.0, 0.0, 0.0], [0.0, 0.0, 0.0], [0.0, 0.0, 0.0], [0.0, 0.0, 0.0], [0.0, 0.0, 0.0], [-0.1, 0.0, 0.0], [0.0, 0.0, 0.0], [0.0, 0.0, 0.0], [0.0, 0.0, 0.0], [0.0, 0.1, 0.0], [0.0, 0.0, 0.0], [0.0, 0.0, 0.0], [0.0, 0.0, 0.0], [0.0, 0.0, 0.0], [0.0, 0.0, 0.0], [0.0, 0.0, 0.0]], "lowdin_spin": [0.06, 0.00, 0.49, 0.00, 0.02, 0.00, 0.00, 0.00, 0.00, 0.00, 0.00, 0.01, 0.00, 0.00, 0.00, 0.00, 0.00, 0.10, 0.00, 0.02, 0.00, 0.01, 0.00, 0.02, 0.00, 0.00, 0.00, 0.00, 0.00, 0.09, 0.00, 0.00, 0.00, 0.00, 0.00, 0.00, 0.03, 0.00, 0.00, 0.00, 0.00, 0.00, 0.00, 0.00, 0.00, 0.00, 0.00, 0.02, 0.00, 0.00, 0.00, 0.00, 0.00, 0.00, 0.00, 0.00, 0.08, 0.00, 0.00, 0.00, 0.00, 0.02, 0.00, 0.00, 0.00, 0.00, 0.00, 0.00, 0.00, 0.00, 0.00, 0.00, 0.00, 0.00, 0.00, 0.00, 0.00, 0.00, 0.00, 0.00, 0.00, 0.01, 0.00, 0.00, 0.00, 0.00, 0.00, 0.00, 0.00, 0.00, 0.00, 0.00, 0.00, 0.00, 0.00, 0.02, 0.00, 0.00, 0.00, 0.00, 0.00, 0.00, 0.00, 0.00, 0.00, 0.00, 0.00, 0.00, 0.00, 0.00, 0.00, 0.00, 0.00], "de_lowest_kcal_mol": 24.2, "spin_multiplicity": 2, "total_charge": -2, "homo_ha": [-0.0605, -0.0606], "fmax_ev_per_a": 1.04}

{"formula": "C40H32N4O8SY", "method": "wB97M-V/def2-TZVPD", "elements": ["Y", "S", "O", "O", "O", "O", "O", "O", "O", "O", "N", "N", "N", "N", "C", "C", "C", "C", "C", "C", "C", "C", "C", "C", "C", "C", "C", "C", "C", "C", "C", "C", "C", "C", "C", "C", "C", "C", "C", "C", "C", "C", "C", "C", "C", "C", "C", "C", "C", "C", "C", "C", "C", "C", "H", "H", "H", "H", "H", "H", "H", "H", "H", "H", "H", "H", "H", "H", "H", "H", "H", "H", "H", "H", "H", "H", "H", "H", "H", "H", "H", "H", "H", "H", "H", "H"], "coordinates": [[0.802612, 1.362524, -0.162162], [-2.233288, 0.528724, 1.488338], [4.695212, 2.634624, -1.672362], [1.834912, -2.347876, 0.940838], [2.692412, 2.415724, -0.781562], [3.114912, -3.901376, 0.510938], [-2.366988, -0.416176, 2.599638], [7.224112, -3.064476, -2.117362], [-2.239188, 1.932824, 1.901438], [7.654112, -1.161676, -2.774562], [1.458312, -0.493976, -1.376062], [2.838012, -2.742576, 0.426338], [6.930212, -1.908876, -2.187762], [-1.113588, 0.171224, 0.410438], [2.575112, -2.142076, -2.689162], [0.385612, -1.337576, -1.016662], [-4.013588, 1.009224, -0.588562], [-0.123288, 3.055624, -2.520162], [-6.146088, -0.317176, 0.646338], [-0.466788, -3.650276, -1.304662], [1.190912, 1.381424, 2.200838], [-0.133888, 4.248124, -0.448462], [-0.823988, -1.068176, -0.163962], [4.875512, -2.304976, -0.887662], [2.138212, 2.418624, 4.160738], [-1.891888, 1.374924, -3.073362], [0.896712, 0.334824, 4.372338], [-0.053088, -0.698876, 2.383038], [0.484212, -2.655876, -1.555062], [3.869812, 1.878124, -1.183762], [0.445712, 3.984224, -1.672662], [-7.651088, 0.147724, -1.309462], [-0.564688, -1.737776, 3.161938], [5.728712, -1.427076, -1.578662], [0.676412, 0.338524, 2.976638], [-4.912988, -0.233076, 1.294138], [5.379812, -0.066476, -1.660262], [3.370612, -0.475076, -0.381862], [1.917512, 2.416224, 2.785838], [-1.850688, 2.653424, -0.924162], [-1.559288, -3.402476, -0.502362], [1.631012, 1.384124, 4.950438], [2.477912, -0.885876, -2.160862], [3.694312, -1.841276, -0.282262], [-1.274188, 2.372024, -2.154762], [0.375012, -0.717876, 5.141338], [-3.854888, 0.428724, 0.669938], [-6.326188, 0.263624, -0.617962], [-0.351088, -1.747376, 4.538538], [-1.282788, 3.581424, -0.074462], [1.563212, -3.030176, -2.376962], [4.198312, 0.424024, -1.071262], [-5.249788, 0.921524, -1.231862], [-1.725288, -2.143476, 0.052638], [6.033012, 0.613824, -2.192162], [2.479512, -0.125176, 0.095538], [-0.226888, -0.703076, 1.309338], [-7.815288, -0.884476, -1.634662], [-1.729788, 3.772924, 0.887938], [0.311612, 4.971024, 0.216538], [1.621412, -4.037776, -2.781962], [-2.399788, 0.588724, -2.513362], [0.332312, 2.845424, -3.472962], [2.307512, 3.215724, 2.163338], [-5.362288, 1.372124, -2.213962], [5.133812, -3.353876, -0.817262], [1.812612, 1.401524, 6.022738], [2.077412, -0.025776, 0.643738], [3.407712, -2.426176, -3.318262], [1.351712, 4.491624, -1.961262], [-8.460088, 0.444524, -0.633862], [-1.129888, -2.539276, 2.693438], [-2.745088, 2.130124, -0.629162], [-0.749688, -2.556776, 5.144638], [-4.774888, -0.676476, 2.275938], [3.228512, -0.126276, -2.349262], [-2.601888, -2.021276, 0.684638], [-3.179188, 1.522624, -1.058062], [-2.621288, 1.852624, -3.730862], [-2.287888, -4.180376, -0.298562], [-6.964088, -0.837676, 1.136538], [-1.134388, 0.895324, -3.696462], [2.704712, 3.224724, 4.619738], [0.531312, -0.742976, 6.217238], [-0.359688, -4.644776, -1.729462], [-7.701888, 0.797224, -2.189362]], "forces_ev_per_a": [[0.3, 2.3, 0.5], [-3.0, -0.1, 1.8], [0.5, -0.6, -0.1], [-1.6, 2.0, 0.8], [1.2, -2.7, -0.2], [1.8, -2.8, -0.5], [-1.5, 1.5, -1.7], [-0.4, -2.9, 0.8], [1.1, -1.1, -0.8], [0.7, 2.6, -1.0], [-4.8, -0.1, -1.6], [0.2, 0.0, -0.3], [-0.1, 0.0, 0.0], [-1.8, 2.6, -2.8], [-1.2, -2.3, -1.0], [0.2, -0.3, -0.9], [-2.2, -1.9, 0.0], [0.1, -0.1, -0.2], [0.5, 0.4, -0.2], [-1.2, -0.5, 0.6], [0.5, 1.8, -1.6], [0.2, 0.4, 0.2], [-1.4, -1.8, -1.6], [0.0, -0.2, 0.7], [-0.2, -0.8, 1.4], [-0.1, -0.5, -0.3], [-0.3, -0.3, 0.5], [1.9, -2.8, 2.0], [-0.7, -0.4, 0.1], [-1.2, 3.1, -0.1], [0.4, 0.4, -0.3], [-0.2, 0.1, -0.1], [1.6, 0.1, -0.3], [-1.9, 0.3, 1.0], [0.0, -0.2, 0.4], [-0.1, 0.1, -0.3], [-0.2, 1.0, 0.6], [7.0, -2.8, -2.1], [-0.7, -0.9, -0.7], [1.5, 1.5, 0.0], [0.7, -0.5, -0.6], [0.9, 1.5, -0.4], [-2.8, 1.9, -0.4], [3.4, 1.0, 0.6], [0.0, 0.2, 0.0], [-0.6, -0.9, -0.1], [0.5, -0.3, -0.5], [0.4, 0.1, 0.1], [0.4, 0.6, 0.5], [0.0, 0.5, 0.3], [1.5, 0.8, -0.7], [3.3, -0.5, 1.9], [0.0, -0.2, 0.6], [0.8, 1.1, -0.3], [-0.1, 0.0, -0.1], [2.3, -0.2, -3.7], [2.0, -1.0, 3.7], [-0.1, 0.1, 0.0], [0.0, 0.0, 0.0], [0.1, 0.1, 0.1], [-0.2, 0.1, 0.2], [0.1, -0.1, -0.2], [0.2, -0.1, -0.2], [0.1, 0.1, 0.1], [-0.1, -0.1, 0.0], [0.0, 0.0, -0.1], [-0.1, -0.1, -0.1], [-6.6, 2.0, 7.8], [-0.1, 0.1, 0.0], [0.1, 0.0, 0.0], [0.0, -0.2, -0.1], [0.1, 0.1, 0.1], [3.3, 4.1, 2.1], [0.0, 0.1, 0.0], [0.1, 0.1, -0.2], [-1.4, -0.6, -1.6], [0.3, 0.4, -0.1], [-3.6, -4.2, -1.8], [0.0, 0.0, 0.0], [0.1, 0.1, 0.0], [0.0, 0.1, -0.1], [0.0, 0.1, 0.0], [0.0, -0.1, 0.1], [0.1, 0.1, -0.1], [0.2, 0.2, -0.1], [0.0, -0.1, 0.1]], "mulliken_charge": [-0.43, 2.03, -0.74, -0.42, -0.64, -0.80, -0.77, -0.67, -0.91, -0.67, 0.42, 1.01, 1.04, 0.27, -1.26, -0.61, -0.10, -0.26, -0.72, -0.93, 1.34, -0.18, 0.83, -0.35, -0.88, -1.82, 1.17, 0.50, 2.19, 0.30, -0.66, -1.58, -0.55, -0.70, 0.40, -0.70, -0.44, 0.71, -0.76, 0.43, -1.13, -0.95, -0.86, -0.10, 1.01, -0.94, 0.25, 1.16, -1.06, -0.76, -1.08, -0.21, -1.30, -0.68, 0.64, 0.00, 0.01, 0.31, 0.42, 0.36, 0.36, 0.22, 0.43, 0.43, 0.36, 0.61, 0.35, 0.34, 0.45, 0.23, 0.38, 0.45, 0.32, 0.39, 0.50, 1.19, 0.38, -0.50, 0.33, 0.40, 0.39, 0.41, 0.38, 0.34, 0.37, 0.34], "spin_multiplicity": 1, "total_charge": -1, "homo_ha": [-0.1395, -0.1143], "fmax_ev_per_a": 10.40}

Number 1: E_tot -196107.269 eV. Number 2: E_tot -76202.473 eV.